Entry 1:
128
Properties=species:S:1:pos:R:3:forces:R:3:lowdin_charge:R:1 method="wB97M-V/def2-TZVPD" charge=+1 homo_energy_ev=-10.8 energy_ha=-2019.80913
C -0.647 -3.173 1.635 -0.5 -0.1 0.9 -0.14
C -0.709 -4.815 1.625 -0.8 -0.4 -0.1 -0.21
C 0.092 -5.528 0.383 0.5 -0.6 -0.6 -0.31
C -0.268 -4.843 -1.097 1.1 0.7 0.3 -0.07
C 1.726 -5.508 0.512 4.6 0.1 0.5 -0.03
C 2.666 -6.882 0.342 0.5 4.7 0.7 0.10
N 4.148 -6.672 0.455 -3.6 -1.1 -0.4 -0.04
N 4.930 -5.586 0.665 -3.4 3.1 0.3 0.08
C 4.276 -4.270 0.836 -2.1 -2.3 -0.9 -0.09
C 5.199 -2.892 1.053 -0.9 -0.5 1.2 -0.13
C 4.625 -1.591 0.235 0.9 0.6 0.1 -0.19
C 5.115 -1.479 -1.325 -0.8 0.2 -1.0 -0.37
C 3.965 -0.542 -2.097 -0.1 -0.9 -0.3 -0.10
C 5.156 -2.897 -2.146 -1.2 -0.2 0.4 -0.13
C 2.653 -4.182 0.771 0.8 -3.0 -0.4 0.12
H -0.141 -2.845 2.647 -0.8 -0.4 -2.2 0.08
H -0.120 -2.695 0.704 -1.0 -1.0 1.8 0.06
H -1.761 -2.772 1.687 2.5 -0.7 -0.2 0.10
H -0.406 -5.300 2.671 -0.4 1.2 -2.4 0.12
H -1.858 -5.098 1.484 2.6 0.4 0.2 0.13
H -0.221 -6.679 0.327 0.8 2.5 0.3 0.15
H -0.395 -5.657 -1.928 0.0 1.6 1.7 0.09
H -1.171 -4.102 -0.990 1.6 -1.8 -0.3 0.10
H 0.663 -4.172 -1.422 -2.0 -1.4 0.6 0.09
H 2.177 -7.947 0.116 1.7 2.5 0.6 0.16
H 4.697 -7.581 0.344 -0.7 1.9 0.2 0.18
H 5.072 -2.635 2.212 0.2 -0.7 -2.4 0.13
H 6.347 -3.101 0.902 -2.5 0.2 0.0 0.13
H 5.069 -0.632 0.791 -1.0 -2.1 -1.1 0.14
H 3.450 -1.476 0.324 2.5 -0.4 -0.3 0.10
H 6.188 -0.987 -1.438 -2.3 -0.9 0.5 0.14
H 3.924 -0.928 -3.224 0.2 1.3 2.3 0.08
H 4.175 0.606 -2.009 -0.4 -2.3 -0.3 0.08
H 2.884 -0.761 -1.658 2.3 0.5 -0.8 0.08
H 4.097 -3.419 -1.977 2.1 1.0 -0.4 0.08
H 5.967 -3.644 -1.750 -1.4 1.5 -0.9 0.08
H 5.223 -2.722 -3.321 0.2 -0.3 2.7 0.10
H 2.148 -3.121 0.917 1.1 -2.6 -0.3 0.11
C -0.904 1.803 -0.311 0.0 0.1 -0.1 -0.07
C 0.024 0.701 0.172 0.0 0.2 -0.1 -0.28
O 1.379 0.885 -0.227 0.1 -0.4 -0.1 -0.19
C 2.022 2.073 0.228 -0.1 0.2 0.1 -0.27
C 2.083 2.185 1.742 0.0 -0.1 0.1 -0.07
H -0.861 1.890 -1.402 0.0 -0.1 0.1 0.09
H -1.936 1.588 -0.017 0.1 0.0 0.0 0.08
H -0.633 2.776 0.105 -0.1 -0.1 0.0 0.07
H -0.303 -0.251 -0.261 0.2 0.1 -0.1 0.11
H -0.037 0.581 1.258 0.0 0.1 0.1 0.10
H 1.544 2.954 -0.213 0.0 0.0 0.1 0.10
H 3.043 2.047 -0.163 -0.2 -0.2 -0.1 0.11
H 1.087 2.235 2.189 0.1 0.1 0.0 0.07
H 2.626 3.090 2.036 -0.1 -0.1 -0.1 0.08
H 2.592 1.316 2.171 0.0 0.1 0.0 0.07
C 3.756 6.876 -1.803 -0.1 0.2 0.0 -0.08
C 3.320 5.425 -1.914 -0.1 0.1 0.0 -0.28
O 1.945 5.221 -1.602 0.0 -0.2 0.2 -0.18
C 0.997 5.908 -2.415 0.0 0.0 -0.1 -0.27
C 1.082 5.538 -3.886 0.1 -0.1 -0.1 -0.08
H 3.556 7.261 -0.797 0.1 -0.1 -0.1 0.08
H 4.827 6.969 -2.008 -0.1 0.0 0.0 0.08
H 3.224 7.518 -2.509 0.1 -0.1 0.0 0.07
H 3.895 4.828 -1.198 -0.3 0.0 0.0 0.11
H 3.546 5.019 -2.905 0.0 0.1 -0.1 0.11
H 1.093 6.989 -2.275 0.0 0.0 -0.1 0.10
H 0.006 5.634 -2.041 0.2 -0.1 0.2 0.12
H 2.048 5.806 -4.320 -0.1 0.1 0.0 0.07
H 0.304 6.057 -4.456 0.1 -0.1 0.1 0.08
H 0.951 4.458 -4.018 0.0 0.1 0.0 0.08
C 2.499 -6.614 -3.442 0.2 -0.2 0.1 -0.09
C 1.751 -5.893 -4.551 0.1 -0.1 -0.3 -0.28
O 2.000 -6.432 -5.846 0.1 0.2 0.1 -0.15
C 1.643 -7.796 -6.049 -0.1 0.0 0.0 -0.27
C 0.166 -8.074 -5.831 -0.1 0.0 0.0 -0.08
H 3.577 -6.601 -3.634 -0.1 0.1 0.0 0.09
H 2.308 -6.133 -2.478 0.0 0.1 -0.1 0.04
H 2.196 -7.661 -3.359 -0.1 0.0 0.0 0.07
H 2.082 -4.849 -4.578 0.0 -0.2 -0.2 0.12
H 0.675 -5.870 -4.352 0.0 -0.1 0.1 0.10
H 2.262 -8.446 -5.422 0.0 0.0 0.1 0.10
H 1.896 -8.037 -7.086 0.1 0.3 0.1 0.12
H -0.142 -7.869 -4.803 0.0 -0.1 0.0 0.06
H -0.061 -9.124 -6.045 0.1 0.2 0.0 0.08
H -0.444 -7.444 -6.488 0.1 -0.1 0.1 0.09
C -0.404 -3.930 5.788 0.1 -0.1 0.1 -0.08
C -1.838 -3.896 5.289 -0.1 -0.2 0.1 -0.28
O -2.559 -5.096 5.554 0.1 0.0 -0.3 -0.17
C -2.701 -5.465 6.922 -0.1 0.1 0.1 -0.28
C -3.430 -4.426 7.757 -0.1 0.1 0.0 -0.08
H 0.136 -4.777 5.349 -0.1 0.1 0.0 0.07
H 0.116 -3.005 5.519 -0.1 -0.1 0.0 0.07
H -0.352 -4.039 6.875 0.0 0.1 -0.1 0.07
H -1.829 -3.770 4.201 -0.2 -0.2 0.1 0.09
H -2.377 -3.034 5.694 0.1 0.0 0.1 0.11
H -1.723 -5.702 7.354 0.0 0.1 0.0 0.11
H -3.278 -6.395 6.938 0.1 0.1 -0.3 0.12
H -2.889 -3.478 7.793 0.0 -0.1 0.1 0.07
H -3.552 -4.781 8.786 0.0 0.0 -0.2 0.08
H -4.421 -4.223 7.337 0.1 -0.1 0.1 0.08
C -3.892 4.643 1.625 0.0 0.0 0.1 -0.07
C -4.510 3.819 0.508 0.0 0.0 0.1 -0.28
O -4.968 2.540 0.935 0.1 -0.2 -0.1 -0.17
C -5.975 2.526 1.943 0.0 0.1 -0.1 -0.28
C -7.253 3.238 1.531 -0.1 0.1 -0.1 -0.08
H -3.060 4.101 2.088 -0.1 0.1 -0.1 0.08
H -3.516 5.594 1.235 0.0 -0.1 0.0 0.07
H -4.613 4.868 2.415 0.0 0.1 -0.1 0.07
H -3.749 3.640 -0.259 -0.2 -0.2 0.1 0.11
H -5.320 4.366 0.016 0.0 0.1 0.1 0.10
H -5.580 2.937 2.878 0.0 0.1 0.0 0.10
H -6.207 1.476 2.141 0.2 0.1 -0.2 0.12
H -7.085 4.299 1.338 0.0 0.0 0.1 0.06
H -8.006 3.157 2.322 0.1 0.0 -0.1 0.08
H -7.659 2.797 0.615 0.0 0.0 0.1 0.08
C -2.500 10.692 0.047 -0.1 0.1 0.1 -0.08
C -2.367 9.366 -0.681 -0.1 0.0 0.1 -0.28
O -3.294 8.379 -0.236 0.0 -0.2 0.1 -0.18
C -4.676 8.692 -0.381 0.1 0.1 -0.1 -0.28
C -5.093 8.940 -1.821 0.0 0.0 -0.2 -0.08
H -2.381 10.551 1.127 0.0 0.0 -0.2 0.08
H -1.737 11.396 -0.300 -0.1 -0.1 0.0 0.08
H -3.478 11.152 -0.116 0.1 0.0 -0.1 0.07
H -1.366 8.961 -0.497 -0.2 -0.2 0.0 0.12
H -2.449 9.500 -1.764 -0.1 0.1 0.0 0.10
H -4.941 9.541 0.258 0.0 0.0 -0.1 0.11
H -5.234 7.832 0.001 0.3 0.0 0.1 0.11
H -4.580 9.803 -2.252 -0.1 0.0 0.0 0.07
H -6.170 9.129 -1.879 0.2 0.0 0.0 0.08
H -4.855 8.072 -2.444 -0.1 0.1 0.1 0.08

---

Entry 2:
132
Properties=species:S:1:pos:R:3:forces:R:3:lowdin_charge:R:1 method="wB97M-V/def2-TZVPD" charge=0 homo_energy_ev=-9.7 energy_ha=-2210.71989 smiles=CCCOCB1OBOB(C[C@@H](O)C(F)(F)F)O1.CCCCCC.CCCCCC.CCCCCC.CCCCCC.CCCCCC
C 5.300 0.768 4.240 0.0 0.4 -0.6 -0.12
C 4.917 0.734 2.694 -0.6 -0.3 -0.1 -0.22
C 4.392 -0.701 2.181 0.7 1.0 0.4 -0.22
O 3.610 -1.280 3.246 0.4 -0.6 -1.2 -0.21
C 3.451 -2.724 3.063 -0.6 0.0 0.7 -0.06
B 1.844 -2.975 2.985 -0.2 -1.2 0.4 -0.37
O 1.357 -3.707 1.822 -0.7 3.5 0.5 0.18
B 0.357 -2.808 1.276 -0.8 -2.4 1.8 -0.24
O -0.810 -2.623 2.124 3.2 1.5 0.1 0.16
B -0.265 -1.958 3.298 -0.3 -0.6 0.6 -0.42
C -1.023 -0.593 3.749 -0.5 -0.2 0.0 0.03
C -0.962 0.456 2.560 -0.6 -0.4 0.1 -0.23
O -2.140 1.302 2.584 1.2 -0.1 -0.3 -0.04
C 0.320 1.393 2.558 -0.4 0.1 -0.6 -0.40
F 0.023 2.542 3.302 1.4 -2.0 -1.5 0.09
F 0.540 1.777 1.212 -0.1 -0.2 2.4 0.07
F 1.488 0.791 2.991 -2.1 1.2 -0.5 0.12
O 0.906 -2.475 3.974 -0.2 0.5 -3.4 0.24
H 4.483 0.391 4.927 0.9 0.3 -1.1 0.07
H 6.239 0.143 4.376 -1.1 0.9 0.1 0.08
H 5.465 1.865 4.519 0.1 -1.6 -0.3 0.08
H 5.808 1.057 2.052 -1.2 -0.5 0.9 0.10
H 4.079 1.477 2.490 1.0 -0.8 0.3 0.10
H 3.765 -0.518 1.239 0.8 -0.5 1.1 0.13
H 5.258 -1.415 1.971 -1.0 1.0 0.0 0.13
H 3.938 -3.226 3.968 -0.5 0.4 -1.3 0.14
H 3.901 -3.077 2.085 -0.3 0.3 1.2 0.12
H 0.488 -2.251 0.236 -0.1 -0.1 0.0 0.12
H -2.128 -0.881 3.858 1.4 0.5 -0.3 0.15
H -0.702 -0.196 4.757 -0.2 -0.3 -1.3 0.11
H -1.030 -0.130 1.588 0.7 0.7 1.0 0.15
H -2.011 1.970 1.876 -0.3 -0.5 0.6 0.11
C 5.011 1.048 -1.564 -0.1 0.1 0.0 -0.11
C 6.037 1.394 -2.633 0.0 -0.1 0.0 -0.27
C 7.277 0.500 -2.594 0.1 0.1 -0.1 -0.23
C 8.100 0.581 -1.305 -0.1 0.0 0.1 -0.23
C 8.607 1.977 -0.939 0.1 -0.1 0.0 -0.27
C 9.560 2.563 -1.973 0.0 0.2 0.0 -0.11
H 5.406 1.191 -0.556 0.0 0.0 0.0 0.05
H 4.131 1.689 -1.668 0.0 -0.1 0.1 0.07
H 4.683 0.009 -1.660 0.0 0.0 0.0 0.08
H 6.320 2.447 -2.544 0.0 0.0 0.0 0.10
H 5.565 1.286 -3.616 0.1 0.0 0.0 0.10
H 7.915 0.747 -3.449 0.0 0.0 0.0 0.10
H 6.968 -0.541 -2.741 0.0 0.0 0.0 0.11
H 8.958 -0.095 -1.402 0.0 0.1 0.0 0.11
H 7.508 0.192 -0.470 0.0 0.0 0.0 0.09
H 9.133 1.911 0.019 -0.1 0.0 0.0 0.10
H 7.768 2.660 -0.782 0.0 0.0 0.0 0.10
H 10.426 1.912 -2.119 0.0 0.0 0.0 0.08
H 9.923 3.538 -1.639 0.0 0.0 -0.1 0.07
H 9.069 2.706 -2.938 0.1 0.0 0.0 0.07
C -4.053 -3.711 0.744 -0.1 -0.2 0.0 -0.10
C -4.033 -2.864 -0.522 0.1 0.0 0.0 -0.26
C -3.594 -1.420 -0.279 0.0 0.1 -0.1 -0.22
C -4.501 -0.607 0.649 0.0 -0.1 0.1 -0.22
C -5.963 -0.506 0.212 0.1 0.1 0.0 -0.26
C -6.145 0.202 -1.124 -0.1 -0.1 0.0 -0.11
H -4.775 -3.334 1.472 0.0 0.0 0.0 0.07
H -4.332 -4.740 0.504 0.0 0.1 0.1 0.07
H -3.067 -3.732 1.215 -0.1 0.1 0.0 0.06
H -5.019 -2.890 -0.997 0.0 0.0 0.0 0.10
H -3.338 -3.321 -1.235 -0.1 0.0 0.0 0.10
H -3.511 -0.910 -1.245 0.0 0.0 0.0 0.09
H -2.583 -1.424 0.146 0.0 0.0 0.0 0.09
H -4.086 0.403 0.738 0.0 -0.1 0.0 0.10
H -4.465 -1.034 1.657 0.0 0.0 0.0 0.10
H -6.513 0.052 0.977 0.0 -0.1 0.0 0.11
H -6.420 -1.499 0.169 0.0 0.0 0.0 0.10
H -5.728 1.212 -1.091 0.0 0.0 0.0 0.07
H -7.208 0.285 -1.364 0.1 0.0 -0.1 0.07
H -5.664 -0.344 -1.939 0.0 0.1 0.0 0.06
C -2.448 2.249 6.457 -0.1 0.2 -0.1 -0.10
C -0.937 2.372 6.313 0.0 -0.2 0.1 -0.27
C -0.165 1.755 7.480 0.1 0.1 0.0 -0.22
C -0.420 2.396 8.846 -0.1 0.0 0.0 -0.23
C -0.128 3.895 8.929 0.1 -0.1 0.1 -0.27
C 1.333 4.241 8.673 0.0 0.2 -0.1 -0.11
H -2.817 2.788 7.332 0.0 -0.1 0.0 0.07
H -2.945 2.669 5.578 0.0 -0.1 0.1 0.07
H -2.748 1.201 6.544 0.0 0.0 0.0 0.07
H -0.664 3.425 6.187 0.0 0.0 0.0 0.11
H -0.635 1.866 5.394 0.0 0.1 0.1 0.06
H 0.906 1.796 7.252 0.0 0.0 0.0 0.10
H -0.416 0.689 7.547 0.0 0.0 0.0 0.11
H 0.191 1.873 9.592 0.0 0.1 0.0 0.11
H -1.460 2.224 9.141 0.0 0.0 0.0 0.10
H -0.395 4.242 9.933 0.0 0.0 -0.1 0.10
H -0.765 4.448 8.233 0.0 0.0 0.0 0.10
H 1.986 3.725 9.382 0.0 0.0 -0.1 0.07
H 1.491 5.316 8.788 0.1 -0.1 0.0 0.07
H 1.640 3.969 7.660 0.0 0.0 0.1 0.07
C -2.926 1.409 -4.177 0.2 0.0 -0.1 -0.11
C -3.419 2.581 -5.014 -0.1 0.1 0.1 -0.27
C -4.929 2.800 -4.921 0.0 0.1 -0.1 -0.23
C -5.791 1.643 -5.433 0.0 -0.1 0.1 -0.23
C -5.541 1.233 -6.886 -0.2 0.0 0.1 -0.27
C -5.851 2.339 -7.887 0.1 -0.1 -0.1 -0.11
H -3.352 0.462 -4.517 0.0 0.0 0.1 0.05
H -1.838 1.326 -4.249 -0.1 -0.1 0.1 0.07
H -3.184 1.546 -3.123 0.0 0.0 0.0 0.07
H -3.115 2.442 -6.056 0.0 0.0 0.0 0.10
H -2.916 3.491 -4.668 0.0 0.0 -0.1 0.11
H -5.185 3.714 -5.467 0.0 0.0 0.0 0.10
H -5.195 2.992 -3.875 0.0 0.0 0.0 0.11
H -6.845 1.923 -5.320 0.0 0.0 0.0 0.11
H -5.644 0.768 -4.792 0.0 0.0 0.0 0.09
H -6.177 0.372 -7.114 0.1 0.0 0.0 0.10
H -4.509 0.896 -7.017 0.0 0.0 0.0 0.10
H -6.890 2.666 -7.798 0.1 0.0 0.0 0.08
H -5.698 1.977 -8.906 0.0 0.1 0.0 0.07
H -5.202 3.206 -7.743 -0.1 0.0 0.0 0.07
C 0.161 -6.081 -3.800 -0.1 -0.1 0.0 -0.11
C 0.182 -5.236 -5.066 0.1 0.0 0.0 -0.27
C 0.625 -3.792 -4.824 0.0 0.0 -0.1 -0.23
C -0.280 -2.978 -3.896 0.0 -0.1 0.1 -0.23
C -1.741 -2.874 -4.334 0.1 0.2 0.1 -0.27
C -1.922 -2.166 -5.670 -0.1 -0.1 0.0 -0.11
H -0.559 -5.703 -3.072 0.0 0.0 0.0 0.06
H -0.121 -7.110 -4.039 0.0 0.1 0.1 0.07
H 1.148 -6.105 -3.330 -0.1 0.0 0.0 0.08
H -0.804 -5.259 -5.540 0.0 0.0 0.0 0.10
H 0.876 -5.694 -5.779 -0.1 0.0 0.0 0.10
H 0.709 -3.284 -5.790 0.0 0.0 0.0 0.10
H 1.636 -3.798 -4.401 0.0 0.0 0.0 0.11
H 0.137 -1.967 -3.808 0.0 0.0 0.0 0.11
H -0.245 -3.404 -2.887 0.0 0.0 0.0 0.09
H -2.291 -2.314 -3.569 0.0 -0.1 0.0 0.09
H -2.200 -3.866 -4.377 0.0 0.0 0.0 0.10
H -1.502 -1.157 -5.637 0.0 0.0 0.0 0.07
H -2.986 -2.082 -5.909 0.1 0.0 -0.1 0.07
H -1.443 -2.713 -6.485 0.0 0.1 0.0 0.07

---

Which of these has the highest charge? C37H83N2O6

---

Which of these has the lowest charge? C37H84B3F3O5

---

Which of these has the highest charge? C37H83N2O6

---

Which of these has the highest charge? C37H83N2O6